The following is a DFT calculation (ωB97M-V/def2-TZVPD) of a molecular structure, C26H40N12O4RbS at a distorted geometry.

XYZ file:
```
84
Properties=species:S:1:pos:R:3:mulliken_charge:R:1
Rb -0.660 0.473 -0.850 0.779
N 2.811 -3.225 -8.712 -0.561
C 2.468 -2.501 -7.537 1.080
C 1.422 -1.578 -7.514 -0.690
C 0.965 -1.047 -6.323 -0.285
C 1.582 -1.364 -5.145 -0.414
C 2.697 -2.197 -5.147 -0.433
C 3.155 -2.734 -6.317 -0.749
S 1.039 -0.728 -3.559 1.236
O 1.611 -1.642 -2.558 -0.656
O -0.419 -0.760 -3.591 -0.799
N 1.465 0.757 -3.394 -0.617
C 2.823 1.074 -3.535 0.784
N 3.736 0.166 -3.415 -0.340
C 5.011 0.532 -3.493 -0.144
C 5.397 1.836 -3.787 -0.648
C 4.293 2.747 -3.840 -0.054
N 3.032 2.405 -3.687 -0.697
H 2.401 -2.941 -9.588 0.205
H 3.764 -3.484 -8.820 0.208
H 0.968 -1.271 -8.494 0.158
H 0.119 -0.340 -6.289 0.363
H 3.066 -2.467 -4.172 0.525
H 3.966 -3.407 -6.317 0.348
H 5.754 -0.278 -3.443 0.392
H 6.421 2.209 -3.761 0.348
H 4.516 3.765 -4.074 0.451
N -3.396 2.237 2.552 -0.566
N -3.211 1.139 3.502 -0.642
C -3.185 1.393 4.764 0.657
N -3.246 0.388 5.684 -0.559
N -3.141 2.732 5.231 -0.440
N -2.173 2.992 6.039 -0.193
O -1.320 2.121 6.257 -0.468
O -2.658 -0.533 1.439 -0.045
H -2.838 3.010 2.910 0.352
H -4.401 2.485 2.707 0.259
H -2.919 -0.048 2.222 0.255
H -3.327 -0.553 5.313 0.214
H -2.578 0.477 6.442 0.261
C 1.719 4.420 1.076 -0.778
C 2.684 3.722 2.070 -1.194
N 2.075 2.827 3.011 0.138
C 1.827 3.224 4.406 -0.783
C 0.717 4.274 4.642 -0.760
C 1.373 1.743 2.491 0.912
C 0.376 1.079 3.378 -0.659
N 1.460 1.291 1.244 -0.557
H 2.288 5.130 0.511 0.415
H 0.876 4.893 1.566 0.257
H 1.365 3.680 0.362 0.173
H 3.185 4.522 2.677 0.407
H 3.460 3.180 1.508 0.493
H 2.805 3.616 4.759 0.368
H 1.615 2.292 4.917 0.388
H 0.854 5.164 4.030 0.369
H 0.689 4.519 5.680 0.387
H -0.212 3.906 4.362 0.005
H 0.891 0.571 4.205 0.363
H -0.243 0.414 2.737 0.006
H -0.248 1.839 3.830 -0.010
H 2.166 1.880 0.763 0.112
C -1.519 -4.196 2.317 -0.903
N -1.696 -4.276 0.813 -0.112
C -0.443 -4.691 0.187 -0.939
C -2.158 -3.007 0.182 -0.717
C -3.562 -2.586 0.486 -0.030
C -4.661 -3.175 -0.098 -0.408
C -5.945 -2.766 0.198 -0.673
C -6.110 -1.731 1.114 -0.592
C -5.050 -0.996 1.536 -0.498
C -3.757 -1.358 1.181 0.791
H -1.136 -5.147 2.613 0.396
H -2.425 -4.008 2.862 0.278
H -0.757 -3.435 2.644 0.251
H -0.147 -5.710 0.525 0.331
H 0.430 -4.003 0.317 0.314
H -0.628 -4.739 -0.894 0.331
H -2.128 -3.142 -0.915 0.539
H -1.494 -2.203 0.437 0.067
H -4.463 -3.980 -0.764 0.482
H -6.765 -3.332 -0.167 0.398
H -7.115 -1.444 1.369 0.401
H -5.203 -0.100 2.134 0.370
```

Values from the calculation:
* E: -65171.9130 eV
* charge: -1
* energy relative to the best compared isomer or geometry (same formula, charge and spin): 0.0 kJ/mol
* LUMO level: 2.2 eV
* gap between HOMO and LUMO: 7.25 eV